Record 1
Density functional theory data (wB97M-V/def2-TZVPD) for a structure of composition C46H42BCl5GeN9Ru in a non-equilibrium geometry.

Geometry as XYZ:
```
105
C46H42BCl5GeN9Ru (wB97M-V/def2-TZVPD)
Ru 0.458 1.142 0.391
C 3.342 2.531 2.217
C 3.511 1.162 1.668
C 4.651 0.354 1.729
C 4.309 -0.805 1.070
N 3.040 -0.700 0.641
N 2.553 0.504 1.015
B 2.106 -1.606 -0.191
N 0.825 -1.785 0.680
C 0.530 -2.876 1.400
C -0.563 -2.596 2.193
C -0.902 -1.276 1.902
C -2.057 -0.511 2.455
N -0.040 -0.797 0.989
N 1.809 -0.833 -1.495
C 2.369 -1.041 -2.699
C 2.011 -0.001 -3.533
C 1.216 0.840 -2.751
C 0.557 2.113 -3.128
N 1.102 0.305 -1.532
N 2.566 -2.986 -0.587
C 3.680 -3.745 -0.445
C 3.453 -4.953 -1.052
C 2.141 -4.868 -1.568
C 1.383 -5.895 -2.316
N 1.640 -3.685 -1.275
H 3.598 2.561 3.273
H 2.317 2.879 2.088
H 4.012 3.217 1.702
H 5.579 0.591 2.205
H 4.908 -1.669 0.887
H 1.089 -3.785 1.318
H -1.052 -3.246 2.887
H -2.927 -1.160 2.521
H -2.315 0.328 1.811
H -1.853 -0.155 3.466
H 2.987 -1.892 -2.903
H 2.293 0.150 -4.554
H 0.095 2.032 -4.109
H 1.290 2.917 -3.174
H -0.203 2.375 -2.387
H 4.556 -3.402 0.060
H 4.124 -5.780 -1.131
H 2.016 -6.744 -2.548
H 0.990 -5.478 -3.239
H 0.540 -6.238 -1.720
Cl -1.444 2.694 1.077
C -0.130 3.765 0.694
C 0.896 3.080 0.041
C 1.993 3.859 -0.347
Cl 3.291 3.088 -1.158
C 2.074 5.217 -0.027
Cl 3.452 6.132 -0.474
C 1.037 5.836 0.688
Cl 1.170 7.467 1.168
C -0.108 5.098 1.048
Cl -1.404 5.815 1.910
N 0.342 1.520 3.428
C 0.945 1.866 4.625
C 0.362 2.820 5.471
C 0.917 3.073 6.707
C 2.069 2.407 7.112
C 2.683 1.504 6.251
C 2.135 1.237 5.016
H -0.630 1.790 3.364
H 0.553 0.580 3.114
H -0.539 3.330 5.161
H 0.442 3.776 7.370
H 2.481 2.589 8.091
H 3.577 0.988 6.562
H 2.606 0.533 4.346
C -2.178 1.106 -6.123
C -1.240 0.171 -5.716
C -1.275 -0.313 -4.418
C -2.235 0.146 -3.532
C -3.185 1.068 -3.940
C -3.142 1.556 -5.239
Ge -2.059 -0.328 -1.552
C -3.776 0.372 -0.726
C -3.982 1.748 -0.683
C -5.121 2.273 -0.100
C -6.050 1.424 0.481
C -5.855 0.055 0.436
C -4.727 -0.475 -0.169
C -2.157 -2.371 -1.595
C -2.443 -2.972 -0.376
C -2.443 -4.352 -0.260
C -2.178 -5.132 -1.371
C -1.915 -4.536 -2.592
C -1.901 -3.155 -2.706
H -2.160 1.476 -7.138
H -0.472 -0.167 -6.398
H -0.525 -1.024 -4.102
H -3.958 1.416 -3.270
H -3.882 2.274 -5.561
H -3.253 2.417 -1.126
H -5.277 3.341 -0.086
H -6.921 1.831 0.973
H -6.577 -0.611 0.883
H -4.606 -1.548 -0.220
H -2.678 -2.375 0.493
H -2.666 -4.811 0.694
H -2.196 -6.208 -1.288
H -1.742 -5.142 -3.467
H -1.726 -2.716 -3.676
```

Output
- ⟨S²⟩ = 0.774
- net charge = +2
- energy above the lowest of the compared OMol25 structures with the same formula, charge and spin (kJ/mol) = 60.1
- E (eV) = -184167.3650
- spin multiplicity = 2

---

Record 2
Density functional theory data (wB97M-V/def2-TZVPD) for a structure of composition C46H42N5OPtSSi.

Geometry as XYZ:
```
97
C46H42N5OPtSSi (wB97M-V/def2-TZVPD)
Pt -0.664 -0.778 -0.195
C 1.708 -1.129 -5.613
C 2.986 -0.994 -4.796
N 3.086 0.288 -4.096
C 3.652 1.444 -4.808
C 2.593 2.410 -5.323
C 2.603 0.461 -2.870
S 1.833 -0.897 -2.074
N 2.736 1.615 -2.265
C 2.041 1.825 -1.138
O 1.029 1.153 -0.805
C 2.452 2.984 -0.306
C 1.642 3.390 0.751
C 2.040 4.432 1.571
C 3.248 5.074 1.336
C 4.054 4.680 0.276
C 3.656 3.642 -0.549
H 1.662 -2.112 -6.083
H 1.671 -0.379 -6.402
H 0.830 -1.007 -4.978
H 3.863 -1.080 -5.437
H 3.065 -1.794 -4.058
H 4.234 1.042 -5.637
H 4.334 1.954 -4.131
H 1.909 1.914 -6.010
H 3.074 3.231 -5.855
H 2.022 2.829 -4.495
H 0.703 2.886 0.924
H 1.406 4.742 2.392
H 3.562 5.888 1.977
H 4.993 5.184 0.091
H 4.275 3.328 -1.378
N 0.315 -2.819 -0.061
C -0.473 -3.709 0.767
C 0.054 -4.799 1.395
C -0.778 -5.656 2.147
C -2.120 -5.420 2.235
C -2.689 -4.291 1.601
C -4.068 -3.977 1.640
C -4.526 -2.851 1.018
C -3.601 -1.999 0.387
N -2.321 -2.273 0.326
C -1.850 -3.414 0.892
H 0.386 -3.181 -1.008
H 1.259 -2.710 0.296
H 1.112 -5.018 1.305
H -0.343 -6.514 2.641
H -2.763 -6.088 2.794
H -4.747 -4.637 2.166
H -5.574 -2.587 1.026
H -3.917 -1.067 -0.070
N -2.690 0.105 -7.298
C -2.464 0.000 -6.176
C -2.156 -0.147 -4.780
C -2.307 -1.383 -4.159
C -1.957 -1.527 -2.824
C -1.429 -0.456 -2.108
C -1.313 0.787 -2.729
C -1.678 0.945 -4.055
H -2.692 -2.223 -4.722
H -2.089 -2.493 -2.350
H -0.915 1.633 -2.189
H -1.580 1.907 -4.542
C -3.273 4.036 2.085
C -2.756 3.545 0.894
C -1.994 2.386 0.899
C -1.740 1.696 2.087
C -2.274 2.203 3.276
C -3.031 3.365 3.275
Si -0.660 0.171 2.110
C 1.117 0.530 2.595
C 2.230 0.084 1.884
C 3.517 0.411 2.290
C 3.709 1.191 3.420
C 2.614 1.637 4.147
C 1.331 1.308 3.738
C -1.367 -1.097 3.290
C -2.743 -1.185 3.526
C -3.255 -2.130 4.403
C -2.400 -3.012 5.050
C -1.033 -2.949 4.818
C -0.523 -2.000 3.944
H -3.864 4.942 2.085
H -2.942 4.068 -0.035
H -1.577 2.017 -0.032
H -2.105 1.682 4.213
H -3.436 3.746 4.204
H 2.097 -0.489 0.972
H 4.370 0.069 1.715
H 4.712 1.454 3.732
H 2.760 2.246 5.030
H 0.485 1.677 4.309
H -3.418 -0.493 3.035
H -4.321 -2.171 4.592
H -2.798 -3.742 5.744
H -0.365 -3.629 5.331
H 0.551 -1.935 3.792
```

Output
- ⟨S²⟩ = 6.012
- net charge = +1
- energy above the lowest of the compared OMol25 structures with the same formula, charge and spin (kJ/mol) = 47.0
- E (eV) = -79834.3512
- spin multiplicity = 5